[1]
C22H14Cl4CoN5O4S | ωB97M-V/def2-TZVPD

The geometry in XYZ format:
```
51
Properties=species:S:1:pos:R:3
Co -0.83599 -0.32081 0.33651
C -2.62259 -1.41105 -3.28458
C -2.22377 -0.68002 -2.04583
N -1.95783 -1.25526 -0.93081
N -2.01950 -2.61657 -0.82269
C -1.96476 -3.09759 0.45935
N -1.60461 -4.39742 0.55578
S -2.37123 -2.15336 1.76582
C -2.12677 0.77290 -1.97875
C -2.30205 1.59302 -3.08815
C -2.19204 2.96204 -2.93849
C -1.93343 3.47447 -1.68072
C -1.77804 2.59184 -0.61801
N -1.85927 1.27879 -0.75554
H -3.03594 -2.38626 -3.03377
H -1.76396 -1.54478 -3.94548
H -3.38673 -0.85168 -3.82299
H -1.51564 -3.13667 -1.52768
H -0.92430 -4.72164 -0.12082
H -1.40317 -4.68256 1.49963
H -2.49448 1.15076 -4.05554
H -2.30197 3.61741 -3.79268
H -1.83233 4.53808 -1.51820
H -1.58532 2.94753 0.38475
Cl 3.96058 -4.07868 -2.75018
C 2.99329 -2.73700 -2.23100
C 3.21837 -1.47246 -2.74454
Cl 4.45093 -1.22542 -3.93829
C 2.43311 -0.39323 -2.31067
Cl 2.63403 1.18672 -3.00003
C 1.44166 -0.54148 -1.33484
O 0.66020 0.40601 -0.94103
C 1.23235 -1.86073 -0.77250
O 0.29234 -2.00049 0.10290
C 1.98543 -2.92112 -1.27134
Cl 1.59428 -4.51722 -0.69496
O -1.46102 2.24892 2.32303
C -0.40084 1.66662 2.50907
N 0.01077 0.50988 1.91096
C 1.24776 0.13489 2.42372
O 1.90145 -0.84414 2.15781
C 1.66386 1.17477 3.43189
C 2.79794 1.29523 4.20501
C 2.88801 2.40166 5.04732
C 1.86825 3.34566 5.10302
C 0.72635 3.20968 4.31619
C 0.65211 2.11289 3.48448
H 3.58800 0.55700 4.15386
H 3.76762 2.53433 5.66597
H 1.96255 4.19756 5.76560
H -0.07365 3.93897 4.34742
```

Calculated values
Multiplicity   2
HOMO (alpha / beta)   -3.56 / -3.52 eV
Charge   -1
Total energy   -137237.4678 eV
Energy relative to the best compared isomer or geometry (same formula, charge and spin)   75.0 kJ/mol

***

[2]
C22H14Cl5N2O2Pt | ωB97M-V/def2-TZVPD

The geometry in XYZ format:
```
46
Properties=species:S:1:pos:R:3
Pt 0.11116 -0.16291 0.39487
O 0.26245 1.77890 -0.08133
C 1.32437 2.22424 -0.74301
C 1.11795 3.29513 -1.62039
C 2.18137 3.86608 -2.28324
C 3.49305 3.41141 -2.09226
C 3.71288 2.38178 -1.21587
C 2.63997 1.76789 -0.53832
C 2.92406 0.74676 0.41120
N 2.04293 0.00660 0.99262
C 2.42827 -1.07657 1.89396
C 1.82649 -2.38918 1.37819
N 0.66742 -2.09735 0.51269
C 0.25169 -3.00565 -0.32024
C -0.82919 -2.87767 -1.22494
C -1.04708 -3.90838 -2.16725
C -2.12643 -3.87407 -3.00484
C -3.03941 -2.81268 -2.88898
C -2.86899 -1.80665 -1.96660
C -1.74589 -1.80104 -1.12875
O -1.66094 -0.84126 -0.22838
H 0.10695 3.65399 -1.75595
H 1.99493 4.68422 -2.96680
H 4.31499 3.87212 -2.62019
H 4.71858 2.02184 -1.03374
H 3.96721 0.58171 0.67817
H 2.03335 -0.84485 2.87564
H 3.51381 -1.13887 1.97056
H 1.52164 -3.01594 2.21578
H 2.55710 -2.93824 0.78210
H 0.78230 -3.95764 -0.31290
H -0.33869 -4.72684 -2.21568
H -2.28515 -4.65309 -3.73586
H -3.90216 -2.78263 -3.54208
H -3.58136 -0.99867 -1.87225
Cl -0.27869 -0.54951 3.64050
C -1.32045 0.60514 2.90155
C -1.29841 0.82729 1.53969
C -2.25843 1.64452 0.93656
Cl -2.42625 1.87674 -0.76173
C -3.18077 2.30720 1.75513
Cl -4.35520 3.34172 1.06013
C -3.16359 2.13422 3.13923
Cl -4.29378 2.95925 4.12361
C -2.24442 1.26864 3.71358
Cl -2.24968 1.00229 5.40582
```

Calculated values
Multiplicity   1
HOMO   -11.53 eV
Charge   +1
Total energy   -95967.5272 eV
Energy relative to the best compared isomer or geometry (same formula, charge and spin)   0.0 kJ/mol

***

[3]
C22H14N5O9Pt | ωB97M-V/def2-TZVPD

The geometry in XYZ format:
```
51
Properties=species:S:1:pos:R:3
Pt -0.34054 -0.66396 -1.55720
O -0.96279 -2.35951 -5.11946
C -0.68809 -2.08251 -3.96817
O -0.85176 -0.90435 -3.45008
C -0.12581 -3.09092 -3.02124
C 0.08691 -4.40290 -3.45150
C 0.60202 -5.32661 -2.58955
C 0.91625 -4.92431 -1.27530
C 1.45294 -5.81197 -0.32531
C 1.76748 -5.38964 0.94119
C 1.53489 -4.05482 1.30563
C 0.99337 -3.17404 0.40670
C 0.67641 -3.57248 -0.90078
N 0.14873 -2.66916 -1.78183
H -0.17294 -4.63660 -4.47399
H 0.76922 -6.34984 -2.90039
H 1.61384 -6.84240 -0.61826
H 2.19136 -6.08851 1.65047
H 1.77677 -3.70722 2.30090
H 0.81374 -2.15177 0.71163
O 1.00938 -1.18192 2.12782
C 0.54042 -0.17232 1.59370
O 0.08364 -0.12046 0.40002
C 0.51032 1.08716 2.48590
C 0.93197 0.93102 3.77252
C 0.96194 2.00590 4.67882
C 0.52737 3.25719 4.28559
C 0.05870 3.45563 3.00618
C 0.06582 2.39797 1.98635
O -0.23968 2.61385 0.81728
N -0.39953 4.77347 2.67239
O -1.04853 4.96642 1.65735
O -0.13122 5.68685 3.45873
N 1.43150 1.80330 6.00910
O 1.81325 0.68289 6.33130
O 1.43626 2.75628 6.78414
H 1.25787 -0.04418 4.10336
H 0.54222 4.08453 4.97794
N -2.44330 4.75064 -3.36240
C -1.92249 3.61303 -2.81224
C -2.69028 2.78890 -1.98389
C -2.16477 1.60393 -1.53766
N -0.93687 1.19533 -1.85995
C -0.17435 1.99083 -2.61086
C -0.62305 3.18898 -3.10800
H -3.25671 5.15116 -2.92968
H -1.80611 5.40542 -3.77926
H -3.68050 3.09681 -1.67895
H -2.72169 0.96634 -0.86613
H 0.83849 1.66036 -2.79261
H 0.02791 3.80819 -3.71033
```

Calculated values
Multiplicity   1
HOMO   -4.68 eV
Charge   -1
Total energy   -52164.5016 eV
Energy relative to the best compared isomer or geometry (same formula, charge and spin)   105.1 kJ/mol

***

[4]
C22H15Br2N3OPd | ωB97M-V/def2-TZVPD

The geometry in XYZ format:
```
44
Properties=species:S:1:pos:R:3
Pd -0.50679 -0.99996 0.03655
C 4.16363 -1.36448 -2.99362
C 4.65347 -1.43721 -1.69602
C 3.78592 -1.49832 -0.61864
C 2.41469 -1.47684 -0.84718
C 1.92098 -1.40255 -2.14167
C 2.79345 -1.35264 -3.21506
N 1.46796 -1.53079 0.20862
N 1.88342 -1.91052 1.32336
C 0.85626 -2.05476 2.23810
C 1.12917 -2.48709 3.53494
C 0.07713 -2.65549 4.41265
C -1.22523 -2.39267 3.99062
C -1.49689 -1.95643 2.69754
C -0.45301 -1.78815 1.80612
H 4.85000 -1.31861 -3.82896
H 5.72168 -1.44678 -1.52338
H 4.15384 -1.55724 0.39587
H 0.84909 -1.39957 -2.29696
H 2.40474 -1.30246 -4.22365
H 2.15389 -2.68284 3.82381
H 0.25982 -2.99340 5.42386
H -2.04643 -2.53196 4.68295
H -2.51307 -1.75745 2.38250
C 1.40109 1.81555 -1.54717
C -0.01808 2.18022 -1.22901
C -0.45032 3.51720 -1.34340
C -1.73995 3.84439 -1.05163
C -2.63568 2.84684 -0.61669
C -3.98555 3.08175 -0.26483
Br -4.72401 4.82630 -0.38807
C -4.77349 2.06358 0.18168
C -4.25498 0.76699 0.29905
Br -5.37465 -0.60903 0.94508
C -2.94918 0.44844 -0.03605
O -2.48667 -0.76585 0.04845
C -2.12694 1.53101 -0.51250
N -0.83516 1.22555 -0.83624
H 1.97113 2.68747 -1.86233
H 1.43774 1.07119 -2.33992
H 1.88281 1.38146 -0.66940
H 0.25213 4.27337 -1.66742
H -2.08527 4.86557 -1.13917
H -5.80272 2.24622 0.45719
```

Calculated values
Multiplicity   1
HOMO   -7.52 eV
Total energy   -173139.6269 eV